(1)
16
Properties=species:S:1:pos:R:3 method="wB97M-V/def2-TZVPD" relative_energy_kcal_mol=103.74 charge=0
C 0.919 1.224 -0.803
C -0.131 1.952 -1.556
C 0.186 -1.293 1.987
N -0.408 1.365 -0.265
N -1.225 -0.269 -0.384
O -1.086 -2.695 0.095
O 1.049 -1.483 -0.552
S -0.226 -1.502 0.177
H 1.225 0.209 -1.061
H 1.631 1.942 -0.299
H -0.105 3.108 -1.669
H -0.627 1.561 -2.372
H -0.664 -1.935 2.300
H 1.195 -1.732 2.009
H 0.352 -0.245 2.329
H -2.085 -0.206 0.065

***

(2)
16
Properties=species:S:1:pos:R:3 method="wB97M-V/def2-TZVPD" relative_energy_kcal_mol=20.54 charge=0
H 1.897 1.993 1.190
N 1.305 1.235 1.549
C 0.622 0.668 0.674
C -0.339 -0.377 1.280
N -1.741 0.097 1.079
C 0.436 0.947 -0.825
O 1.452 1.239 -1.454
O -0.678 0.623 -1.410
H -0.018 -0.506 2.334
H -0.125 -1.262 0.498
H -1.813 0.807 1.824
H -2.430 -0.703 1.266
H -1.328 0.267 -0.638
S 1.080 -2.313 -2.679
H 1.597 -1.288 -2.075
H 0.083 -1.428 -2.614

***

(3)
19
Properties=species:S:1:pos:R:3 method="wB97M-V/def2-TZVPD" relative_energy_kcal_mol=0.00 charge=0
C 0.414 0.356 0.919
C 1.518 2.355 0.122
C -1.193 -0.459 -0.879
N 1.234 1.340 1.128
N -0.431 0.534 -0.765
O 0.009 -3.179 0.975
O -1.019 -5.474 0.916
O -2.167 -3.420 0.058
O 0.076 -0.629 1.581
O 2.004 1.789 -1.056
S -1.273 -4.116 1.322
H 0.700 3.067 0.167
H 2.223 2.939 0.582
H -1.504 -1.085 -0.106
H -1.821 -0.471 -1.833
H 1.847 0.993 1.838
H -2.317 -3.947 -0.745
H 0.017 -2.229 1.107
H 1.356 1.589 -1.730

***

(4)
15
Properties=species:S:1:pos:R:3 method="wB97M-V/def2-TZVPD" relative_energy_kcal_mol=66.79 charge=0
H 2.117 2.305 -0.367
N 1.182 2.174 -0.057
C 0.966 0.929 0.077
C -0.267 0.386 0.693
O -0.821 -0.266 -0.325
C -2.193 -0.716 -0.177
N 1.965 0.023 -0.314
S 1.863 -1.591 0.190
H -0.077 -0.264 1.545
H -0.981 1.195 1.112
H -2.830 0.057 0.056
H -2.307 -1.524 0.623
H -2.614 -1.034 -1.217
H 2.741 0.321 -0.853
H 1.256 -1.995 -0.986

***

(5)
15
Properties=species:S:1:pos:R:3 method="wB97M-V/def2-TZVPD" relative_energy_kcal_mol=10.73 charge=0
N -0.450 -0.461 -2.247
C -0.148 -0.979 -1.024
O 0.303 -2.100 -0.882
C -0.432 -0.127 0.228
N -0.837 1.218 -0.138
C 0.836 -0.289 1.150
S 1.046 1.057 2.311
H -0.636 0.534 -2.290
H 0.073 -0.879 -3.005
H -1.213 -0.674 0.757
H -0.010 1.677 -0.533
H -1.022 1.744 0.711
H 0.863 -1.330 1.453
H 1.703 -0.255 0.490
H -0.077 0.864 3.016

***

(6)
15
Properties=species:S:1:pos:R:3 method="wB97M-V/def2-TZVPD" relative_energy_kcal_mol=80.54 charge=0
C 2.178 -0.160 1.163
C 1.592 -0.193 -0.248
O 0.238 0.173 -0.407
N -0.513 -0.974 -0.175
C -1.765 -0.803 -0.287
N -2.535 0.305 -0.598
S -2.143 1.582 -1.629
H 1.809 0.738 1.709
H 1.854 -1.034 1.762
H 3.217 -0.129 1.165
H 1.691 -1.189 -0.662
H 2.120 0.504 -0.836
H -2.406 -1.638 -0.035
H -3.481 0.334 -0.248
H -1.857 2.484 -0.673

***

(7)
15
Properties=species:S:1:pos:R:3 method="wB97M-V/def2-TZVPD" relative_energy_kcal_mol=105.92 charge=0
O 0.974 2.474 -0.877
C 1.024 1.193 -0.953
N -0.293 0.723 -1.406
N -0.587 -0.599 -1.139
C -1.004 -1.082 0.159
C 0.370 -0.837 1.102
S -0.174 0.622 1.943
H 2.046 0.595 -0.741
H -0.993 1.429 -0.972
H -0.994 -0.790 -2.030
H -1.199 -2.014 0.057
H -2.009 -0.596 0.433
H 1.381 -0.777 0.524
H 0.445 -1.666 1.816
H 1.015 1.325 2.084

***

(8)
15
Properties=species:S:1:pos:R:3 method="wB97M-V/def2-TZVPD" relative_energy_kcal_mol=29.02 charge=0
N 1.541 -0.487 1.462
C 0.795 0.504 0.859
O 1.066 1.662 1.064
C -0.486 -0.008 0.179
N -1.326 1.213 0.333
C -0.162 -0.185 -1.340
S -1.347 -1.414 -2.080
H 1.199 -1.394 1.705
H 2.466 -0.271 1.717
H -0.814 -0.891 0.684
H -2.118 0.845 0.849
H -0.803 1.770 1.038
H 0.863 -0.633 -1.479
H -0.290 0.855 -1.848
H -0.584 -1.565 -3.143

***

(9)
15
Properties=species:S:1:pos:R:3 method="wB97M-V/def2-TZVPD" relative_energy_kcal_mol=132.23 charge=0
C 0.545 -1.006 -2.025
N -0.515 -0.938 -1.052
C -0.443 -0.213 -0.101
N -1.069 -0.238 1.065
O -1.986 -1.266 1.267
S 1.085 0.681 -0.178
C 1.008 2.159 1.067
H 0.666 0.064 -2.264
H 1.540 -1.623 -1.681
H 0.261 -1.665 -2.908
H -0.312 -0.546 1.897
H -1.888 -1.730 0.398
H 1.388 1.887 2.084
H -0.171 2.360 1.144
H 1.468 3.069 0.322

***

no.,LUMO level (eV),energy (eV),strongest force on any atom (eV Å⁻¹)
1,0.2,-21146.3472,5.42
2,0.2,-21149.9550,4.09
3,0.5,-27290.7779,5.93
4,0.8,-19101.6057,5.15
5,0.7,-19104.0366,1.68
6,0.7,-19101.0096,3.22
7,0.8,-19099.9091,6.94
8,0.7,-19103.2438,4.01
9,0.6,-19098.7679,6.76